No. 1
Entry from the Open Molecules 2025 dataset: one molecule with the formula C5H5ClO at a distorted geometry (ωB97M-V/def2-TZVPD).

```
12
Properties=species:S:1:pos:R:3:forces:R:3
C 0.3808 1.1087 0.6332 -4.840 1.513 -5.486
C -0.8569 0.1745 0.3861 -4.346 1.098 0.574
C 0.5812 0.3701 -0.7736 2.343 0.211 0.792
C 0.6749 -1.0795 -0.4249 0.210 -5.259 -2.397
C -0.4711 -1.2338 0.2450 0.359 -3.414 1.229
H -0.0344 2.1598 0.0970 1.328 -2.254 2.390
H -1.8954 0.2747 0.7765 0.801 0.653 0.088
H 1.2751 0.8364 -1.3941 1.006 0.461 -1.515
H 1.1026 -2.1033 -1.0380 -0.571 3.577 1.780
H -1.0981 -2.2478 0.4696 1.770 2.970 -0.317
O -0.7926 0.5573 -1.0534 0.107 0.506 0.596
Cl 1.1339 1.1830 2.0766 1.834 -0.062 2.267
```
Forces are in eV/Å.

Summary:
**Total charge**: 0
**Highest occupied orbital energy**: -9.45 eV
**LUMO level**: 0.92 eV
**Energy relative to the best compared isomer or geometry (same formula, charge and spin)**: 4.1357 eV



No. 2
Entry from the Open Molecules 2025 dataset: C4H10BrInNO as an isolated structure (ωB97M-V/def2-TZVPD).

```
18
Properties=species:S:1:pos:R:3:forces:R:3
N 2.1275 -1.0422 0.4971 -0.025 -0.046 0.028
C 1.5584 -0.4593 -0.7299 -0.031 -0.082 0.070
C 1.2853 1.0428 -0.6440 -0.092 -0.053 -0.055
In -0.6230 1.6028 0.3318 0.270 0.372 0.094
C -1.6556 -0.3794 0.7582 -0.147 -0.414 0.111
C -2.4903 -0.8812 -0.3136 0.226 0.325 -0.074
O -3.2890 -0.3960 -1.0253 -0.267 0.005 0.069
Br -2.1611 -2.9137 -0.6724 0.115 -0.244 -0.090
H 1.3943 -1.1441 1.1909 0.021 0.056 -0.010
H 2.7906 -0.3848 0.8963 -0.029 -0.020 -0.027
H 0.6398 -1.0209 -0.9332 0.058 0.027 -0.085
H 2.2384 -0.7006 -1.5571 0.061 0.036 0.064
H 2.1112 1.5181 -0.0998 0.014 0.015 -0.094
H 1.2824 1.4753 -1.6503 -0.009 0.012 0.012
H -1.6132 2.6670 -0.6530 -0.063 -0.091 -0.030
H -0.3507 2.3219 1.9386 -0.044 -0.116 -0.001
H -0.9318 -1.1295 1.0583 -0.047 -0.023 0.067
H -2.3129 -0.1761 1.6074 -0.011 0.241 -0.050
```
Forces are in eV/Å.

Summary:
**Total charge**: -1
**Highest occupied orbital energy**: -4.91 eV
**LUMO level**: 3.13 eV



No. 3
Entry from the Open Molecules 2025 dataset: one molecule with the formula C5H8N2 (ωB97M-V/def2-TZVPD).

```
15
Properties=species:S:1:pos:R:3:forces:R:3
C 1.9304 -1.5873 0.0114 0.047 -0.051 0.002
C 0.6367 -0.8392 -0.0713 0.088 -0.009 0.020
C -0.6423 -1.2477 -0.5163 0.045 0.016 0.008
C -1.4274 -0.1203 -0.3987 0.091 0.112 0.054
N -0.6278 0.8605 0.0815 -0.122 -0.022 -0.038
C -0.9250 2.2302 0.4318 -0.073 0.109 0.010
N 0.6236 0.4364 0.2910 -0.043 -0.188 -0.075
H 2.4366 -1.6109 -0.9599 -0.091 -0.041 0.115
H 1.7934 -2.6181 0.3497 -0.025 0.127 -0.057
H 2.5858 -1.0689 0.7167 -0.065 -0.122 -0.109
H -0.9461 -2.2222 -0.8749 0.061 0.180 0.067
H -2.4741 0.0505 -0.6174 0.200 0.007 0.050
H -1.9016 2.5185 0.0395 0.103 -0.095 0.037
H -0.1510 2.8674 -0.0017 -0.163 -0.031 0.060
H -0.9113 2.3511 1.5188 -0.053 0.008 -0.144
```
Forces are in eV/Å.

Summary:
**Total charge**: 0
**Highest occupied orbital energy**: -8.94 eV
**LUMO level**: 1.05 eV
**SMILES**: Cc1ccn(C)n1
**Energy relative to the best compared isomer or geometry (same formula, charge and spin)**: 0.4723 eV



No. 4
Entry from the Open Molecules 2025 dataset: C8H12BN3O3S as an isolated structure at a distorted geometry (ωB97M-V/def2-TZVPD).

```
28
Properties=species:S:1:pos:R:3:forces:R:3
C 0.5504 -1.2041 0.6898 -1.018 0.767 0.493
C -0.4056 -0.1217 0.2018 1.350 -0.905 0.416
C 0.0103 1.1555 -0.0210 -0.964 -0.191 -0.345
N 1.3559 1.5023 0.1651 0.347 0.203 -0.613
C -0.9758 2.1413 -0.4423 1.724 1.173 -0.085
B -0.5630 3.6565 -0.6708 0.132 -0.359 0.108
O -1.2628 4.4564 -1.5512 -0.293 -0.331 0.574
O 0.5003 4.1908 0.0392 -0.884 0.502 0.195
C -2.2700 1.8368 -0.6241 -0.912 -0.036 -0.215
C -2.7113 0.5040 -0.4339 0.132 0.939 0.063
N -3.9636 0.0753 -0.5918 0.529 -1.067 0.185
S -3.8587 -1.5072 -0.2511 -0.499 -0.056 0.022
N -2.3081 -1.6772 0.1278 -0.076 0.137 -0.102
C -1.7545 -0.4649 -0.0153 -0.737 -0.008 -0.137
H 0.0388 -1.6823 1.5349 0.232 -0.286 -0.259
H 1.4535 -0.7591 1.1132 0.029 -0.233 -0.218
H 0.7581 -1.9584 -0.0620 0.108 0.094 0.095
H 1.9694 0.7149 -0.0006 -0.125 -0.056 0.243
H 1.6624 2.2254 -0.4765 -0.180 0.209 0.309
H -1.5793 5.2280 -1.0640 0.370 0.314 -0.445
H 0.4708 3.8516 0.9434 0.591 -0.256 -0.169
H -2.9669 2.6166 -0.9155 0.003 -0.199 -0.086
C 2.9696 -4.0467 0.5339 -0.215 -0.159 -0.192
O 1.5686 -3.9231 0.3071 0.229 -0.268 0.005
H 3.2642 -3.2888 1.2562 -0.073 0.014 0.001
H 3.2049 -5.0349 0.9362 0.147 0.048 0.038
H 3.5221 -3.8893 -0.3962 0.135 0.001 0.077
H 1.3205 -4.5977 -0.3320 -0.083 0.009 0.044
```
Forces are in eV/Å.

Summary:
**Total charge**: 0
**Highest occupied orbital energy**: -8.04 eV
**LUMO level**: -0.25 eV



We obtain gap between HOMO and LUMO values of 10.37, 8.04, 9.99, 7.79 eV for the records listed above, in that order.